<w>
Density functional theory data (wB97M-V/def2-TZVPD) for an isolated molecule of C7H12.

Output
Frontier orbital gap (spin up / spin down) (eV): 8.70 / 7.68
HOMO energy (spin up / spin down) (eV): -7.617 / -7.081

Geometry (Å):
H 2.36 -0.99 -1.43
H 2.80 -1.24 0.35
C 0.44 0.05 1.34
H -0.32 0.81 1.52
C -2.51 0.39 0.08
H 2.52 1.75 -0.21
H -2.99 0.16 1.04
H -3.28 0.27 -0.70
H -1.47 -1.57 0.04
C 2.05 0.79 -0.23
H 0.01 -0.93 -1.82
H -2.21 1.44 0.09
C -0.33 -0.16 -1.13
C 2.26 -0.64 -0.39
H 1.46 0.53 1.64
C -1.39 -0.53 -0.27
H 0.19 -0.92 1.82
C 0.91 0.01 -0.07
H -0.49 0.78 -1.66

<x>
Density functional theory data (wB97M-V/def2-TZVPD) for an isolated molecule of C7H12.

Output
SMILES: C=C(/C=C/C)CC
Frontier orbital gap (eV): 9.50
HOMO energy (eV): -8.455

Geometry (Å):
H 2.04 -1.62 2.47
C 0.59 -0.53 1.28
H -1.16 1.77 0.61
H -0.33 -0.48 -3.13
H 1.91 0.27 -0.18
H -0.46 -0.64 1.51
C 0.41 -0.36 -2.36
C -1.46 0.29 -0.92
C 0.90 -0.06 0.07
H -2.14 0.57 1.24
H -2.00 -0.66 -0.80
C -1.96 1.08 0.29
H 2.48 0.07 2.14
H -2.78 1.77 0.12
H 1.44 -0.20 -2.66
H 1.20 -0.30 3.29
H -1.86 0.68 -1.86
C 1.65 -0.60 2.34
C 0.04 -0.02 -1.12

Which of them is the most stable, and which is the least stable? <x> and <w>, in that order.

<w>
Density functional theory data (wB97M-V/def2-TZVPD) for an isolated molecule of C7H12.

Output
Frontier orbital gap (eV): 8.57
HOMO energy (eV): -8.271

Geometry (Å):
H 0.38 0.01 -1.57
C 1.01 -0.36 -0.75
C 0.27 -0.25 0.58
C -0.33 1.10 1.03
H 3.00 0.04 0.04
H -2.46 0.51 -0.42
H -1.71 -0.81 -1.33
C -1.55 0.40 1.63
H -1.29 -1.81 1.21
C -1.16 -0.80 0.80
H 2.84 0.33 -1.70
C 2.33 0.41 -0.74
C -2.15 -0.55 -0.37
H 2.16 1.48 -0.54
H -3.06 -1.13 -0.20
H -0.60 1.76 0.19
H 0.20 1.72 1.75
H 1.21 -1.42 -0.97
H 0.93 -0.63 1.37

<x>
Density functional theory data (wB97M-V/def2-TZVPD) for a cluster of 2 separate species, C7H12 in total.

Output
Frontier orbital gap (eV): 6.86
HOMO energy (eV): -7.835

Geometry (Å):
H 1.81 -0.58 -0.90
H -1.92 1.31 0.71
H -1.00 -1.67 1.59
C -2.14 0.31 1.17
C -0.82 -0.61 1.25
C 0.88 0.06 -0.51
H -0.12 -1.91 -2.06
H -0.56 -2.84 -0.74
H -1.76 -1.88 -1.24
H -0.09 -0.12 1.88
H 3.00 2.76 -0.03
H -2.83 -0.21 0.43
C -0.68 -1.85 -1.12
H -2.75 0.33 2.09
C 2.44 1.87 -0.34
H -0.41 1.27 -1.39
H 3.04 1.14 -0.93
C 1.15 1.41 -0.20
C -0.21 -0.80 -0.15

<y>
Density functional theory data (wB97M-V/def2-TZVPD) for an isolated molecule of C7H12.

Output
Frontier orbital gap (eV): 8.50
HOMO energy (eV): -8.237

Geometry (Å):
H 0.03 -1.20 -2.35
H -0.08 2.64 0.34
H 0.53 0.46 1.32
H -1.41 2.40 1.48
C 1.71 -1.62 0.25
C -0.29 -0.13 0.88
H -0.37 -2.08 -0.06
C -1.11 2.27 0.43
H 1.78 -2.03 1.26
C -1.16 0.80 0.00
C -0.80 0.63 -1.46
H -0.83 -0.57 1.73
H -1.75 2.89 -0.20
H 2.38 -0.75 0.19
H -2.22 0.48 0.04
H 2.07 -2.38 -0.45
C 0.28 -1.19 -0.08
H 1.09 -0.17 -1.93
C 0.14 -0.52 -1.48

<z>
Density functional theory data (wB97M-V/def2-TZVPD) for an isolated molecule of C7H12.

Output
SMILES: C[C@H]1[C@H]2CCC[C@@H]12
Frontier orbital gap (eV): 10.80
HOMO energy (eV): -9.661

Geometry (Å):
H 1.00 2.59 0.71
H 1.73 1.41 1.81
H -1.74 0.10 -1.85
C 1.30 0.63 -0.16
H -1.48 1.29 -0.59
H -2.08 -1.67 -0.45
C 0.99 1.53 1.01
H -0.19 -2.48 0.56
C -1.59 -0.87 0.10
C -1.21 0.28 -0.91
H -0.01 -1.15 1.70
C 0.29 0.19 -1.19
H 0.00 1.33 1.44
H -2.29 -0.56 0.86
C -0.22 -1.39 0.64
C 0.90 -0.82 -0.26
H 2.30 0.85 -0.57
H 1.67 -1.50 -0.61
H 0.63 0.24 -2.23

Which of them is the most stable, and which is the least stable? <z> and <x>, in that order.